94
Properties=species:S:1:pos:R:3:lowdin_spin:R:1 method="wB97M-V/def2-TZVPD" e_homo_ha="-0.57547 / -0.59211" spin_multiplicity=5 orbital_gap_ev="7.07 / 5.17" largest_force_ev_per_a=1.5 total_charge=+3
Os 0.194 -0.088 -0.405 2.520
Te -1.728 2.360 -0.886 0.343
Cl 1.964 4.838 4.722 0.032
S 0.937 -0.966 -2.440 0.190
O -0.894 0.336 1.422 0.045
O 0.358 -7.274 2.209 0.000
O 1.295 1.434 0.065 0.290
O 2.346 -6.519 1.835 0.000
N -1.003 -1.772 -0.483 0.001
N 1.278 -1.555 0.971 0.124
N 3.015 -1.142 -4.052 0.012
N 2.525 0.999 -3.391 0.016
N 1.136 -6.428 1.853 0.000
C 2.639 3.919 2.290 -0.019
C 0.700 2.924 3.343 0.008
C -3.266 2.928 -2.193 0.050
C -2.950 -2.989 -1.136 -0.001
C -0.134 2.863 -3.442 0.008
C 2.246 -2.963 -6.651 0.000
C -0.608 1.184 2.280 0.008
C -0.642 -5.241 0.754 0.002
C -2.185 -1.830 -1.104 0.019
C 1.460 4.641 -3.781 0.007
C 0.716 -2.790 0.875 0.007
C 1.764 -2.996 -5.200 0.001
C -0.527 -2.885 0.160 0.008
C -3.983 4.055 -1.812 0.021
C 3.503 1.640 -4.285 0.002
C 7.321 2.316 -4.215 0.000
C -3.483 2.294 -3.410 0.006
C -4.415 2.834 -4.284 0.000
C 0.450 4.337 -1.617 0.013
C -1.224 -4.085 0.132 0.000
C -2.466 -4.123 -0.529 0.024
C 3.071 -2.489 2.217 0.006
C 0.720 3.574 -4.277 0.000
C 2.515 -3.739 2.142 0.002
C -0.275 3.258 -2.115 0.027
C 1.418 2.175 1.148 -0.004
C 5.886 2.292 -4.732 0.000
C 4.932 1.612 -3.756 0.001
C 2.472 3.101 1.196 0.048
C 2.418 -1.409 1.618 0.016
C -4.906 4.588 -2.705 0.004
C 2.827 -2.604 -4.177 0.004
C 1.332 5.016 -2.449 0.001
C 1.755 3.836 3.376 0.056
C 2.286 -0.296 -3.359 0.042
C 0.563 -5.161 1.336 -0.002
C -5.114 3.983 -3.936 0.004
C 1.293 -3.921 1.453 0.004
C 2.735 -1.595 -7.130 0.000
C 0.520 2.093 2.247 0.034
H -1.166 -6.188 0.737 0.000
H -0.709 2.037 -3.840 0.001
H -4.599 2.353 -5.235 0.000
H 0.300 4.679 -0.599 0.002
H 1.955 1.593 -2.806 0.001
H 3.180 2.670 -4.411 0.000
H 7.976 2.829 -4.916 0.000
H -3.032 -5.047 -0.552 0.001
H 2.110 5.203 -4.439 0.000
H 3.795 -3.010 -4.470 0.001
H 5.545 3.314 -4.917 0.000
H -3.830 4.523 -0.848 0.004
H 4.963 2.125 -2.790 0.000
H 0.893 -2.342 -5.080 0.000
H -2.513 -0.925 -1.597 0.001
H 3.147 3.148 0.351 0.002
H -5.836 4.401 -4.624 0.000
H 2.827 -0.406 1.675 0.001
H 3.439 1.168 -5.270 0.000
H 2.858 -1.589 -8.212 0.000
H 7.708 1.305 -4.076 0.000
H 1.893 5.860 -2.067 0.000
H 2.591 -2.996 -3.191 0.003
H 3.731 -0.737 -4.638 0.001
H 0.780 3.311 -5.326 0.000
H -2.953 1.389 -3.678 0.001
H 2.023 -0.804 -6.875 0.000
H 7.386 2.832 -3.256 0.000
H 5.261 0.582 -3.580 0.000
H -1.275 1.261 3.144 0.000
H 3.450 4.635 2.323 -0.002
H -3.904 -2.984 -1.644 0.000
H 3.715 -1.338 -6.711 0.000
H 0.019 2.866 4.184 -0.001
H 3.038 -3.704 -6.784 0.000
H 4.004 -2.330 2.739 0.001
H -5.461 5.476 -2.431 0.000
H 1.417 -3.283 -7.283 0.000
H 1.441 -4.011 -4.958 0.000
H 3.008 -4.583 2.600 0.000
H 5.852 1.776 -5.696 0.000